Record 1
C31H45N5O2OsS as an isolated structure. Source: the OMol25 dataset; level of theory: the ωB97M-V functional and the def2-TZVPD basis.

Geometry as ORCA input:
```
! RIJCOSX wB97M-V def2-TZVPD def2/J DEFGRID3
* xyz 2 5
Os -0.2871 -0.0816 -0.4244
C 4.4526 3.2719 1.6861
C 4.2180 3.0284 0.1805
N 2.7933 3.0372 -0.3145
C 2.2310 4.3610 -0.3472
C 2.4580 5.1205 -1.6383
C 2.1866 1.8709 -0.5801
S 0.3161 2.0814 -0.6896
N 2.8163 0.7108 -0.5888
C 2.3852 -0.3785 -1.2385
O 1.1771 -0.4571 -1.6634
C 3.4334 -1.3852 -1.4937
C 3.4068 -2.2637 -2.6038
C 4.3796 -3.2195 -2.7750
C 5.3340 -3.3473 -1.7490
C 5.4602 -2.3776 -0.7596
C 4.4710 -1.3904 -0.5673
H 3.9394 2.3812 2.1417
H 4.0215 4.2330 2.0645
H 5.5312 3.1636 1.8214
H 4.6839 2.0645 -0.1789
H 4.6756 3.9311 -0.3016
H 2.6207 4.9271 0.5033
H 1.1813 4.2415 -0.1330
H 1.8621 4.7194 -2.4777
H 3.5492 5.0822 -1.8881
H 2.1410 6.1240 -1.4704
H 2.5540 -2.2013 -3.3239
H 4.4518 -3.8721 -3.6585
H 5.9053 -4.2798 -1.6377
H 6.4225 -2.3223 -0.1814
H 4.5198 -0.7438 0.3321
C -5.7489 0.1270 -1.0139
C -4.8345 0.9576 -0.1541
N -3.3986 0.7144 -0.4114
C -2.9813 0.1363 -1.5521
N -1.6203 -0.0857 -1.8053
C -1.1426 -0.1923 -3.1699
C -2.1535 0.1932 -4.2449
C -3.4028 -0.5650 -3.9335
N -3.8534 -0.1819 -2.5379
C -5.3090 -0.0711 -2.4218
H -6.7665 0.4910 -0.9945
H -5.7412 -0.8957 -0.5122
H -4.9773 0.7495 0.9118
H -4.9902 2.0494 -0.2792
H -2.7146 0.9254 0.3334
H -0.8874 -1.2327 -3.2824
H -0.2028 0.3667 -3.2669
H -1.7726 -0.0089 -5.2706
H -2.3225 1.3409 -4.1882
H -3.3268 -1.6668 -3.9331
H -4.2297 -0.2391 -4.5809
H -5.7852 -1.0268 -2.7360
H -5.7759 0.7026 -3.0779
C 0.8212 -4.0643 0.8024
C -0.3562 -3.0931 0.9289
C -1.6246 -3.7027 0.3815
C -0.4921 -2.3396 2.2461
C -0.1392 -2.9695 3.4492
C -0.0135 -2.3053 4.6252
C -0.3414 -0.9878 4.7377
C -0.7939 -0.3223 3.6049
C -1.4059 1.0648 3.7806
C -2.9353 1.1006 3.4639
C -0.7369 2.2452 3.0610
C -0.8356 -0.9435 2.3050
O -1.1924 -0.2644 1.1961
H 1.0531 -4.3590 -0.2002
H 0.6090 -4.9636 1.4109
H 1.8079 -3.6511 1.2170
H -0.0888 -2.2166 0.1812
H -1.9575 -4.4714 1.0485
H -1.4766 -4.2153 -0.5938
H -2.4572 -3.0129 0.2855
H -0.0029 -4.0174 3.3718
H 0.1893 -2.8550 5.5311
H -0.1062 -0.4536 5.6809
H -1.1431 1.2581 4.8507
H -3.0731 0.9041 2.4374
H -3.3631 2.0925 3.6590
H -3.5672 0.3181 3.9905
H -1.1795 2.3039 2.0697
H 0.3489 2.0900 3.0086
H -0.9006 3.2135 3.5451
*
```

**LUMO level (alpha / beta)**: -6.7 / -7.5 eV
**E**: -57707.9565 eV
**Strongest force on any atom**: 0.0753 hartree/bohr
**HOMO energy (alpha / beta)**: -13.141 / -13.580 eV
**Frontier orbital gap (alpha / beta)**: 6.5 / 6.0 eV

Mulliken atomic charge list, values in e, 5 entries:
1 Os 1.6759
2 C -0.9880
3 C -0.5304
4 N 0.2294
5 C -0.7871

---

Record 2
A 10-piece molecular cluster, C15H50O10 overall. Source: the OMol25 dataset; level of theory: the ωB97M-V functional and the def2-TZVPD basis.

Geometry as ORCA input:
```
! RIJCOSX wB97M-V def2-TZVPD def2/J DEFGRID3
* xyz 0 1
C 16.2912 -11.3316 18.6681
C 15.5725 -10.7621 17.4537
C 15.5997 -9.2480 17.4569
O 16.2487 -11.2101 16.2544
H 16.5119 -12.3956 18.5323
H 15.7276 -11.3352 19.6007
H 17.2537 -10.8346 18.7974
H 14.5695 -11.1930 17.3951
H 16.5950 -8.8059 17.3866
H 15.1950 -8.8085 18.3744
H 14.9820 -8.8347 16.6535
H 16.0565 -10.5152 15.6088
C 18.2170 -10.9343 10.5834
C 17.8496 -11.8932 11.6861
C 17.2120 -13.1733 11.2075
O 19.0392 -12.1974 12.4306
H 17.3897 -10.7870 9.8851
H 19.0709 -11.2464 9.9823
H 18.4810 -9.9650 11.0113
H 17.1166 -11.3831 12.3201
H 17.8253 -13.8530 10.6075
H 16.2964 -13.0759 10.6176
H 16.9017 -13.7902 12.0606
H 18.7829 -12.9428 13.0104
C 20.5757 -9.4502 18.2170
C 20.4219 -8.4274 17.0800
C 21.0436 -7.0850 17.5354
O 21.1329 -8.8573 15.9239
H 21.5541 -9.9234 18.1860
H 19.8463 -10.2585 18.1064
H 20.3447 -8.9094 19.1329
H 19.3655 -8.1752 16.9311
H 22.1297 -7.1962 17.5126
H 20.7152 -6.8566 18.5468
H 20.7763 -6.2631 16.8699
H 20.5383 -9.5095 15.4919
C 20.3570 -14.8666 14.4581
C 21.6439 -15.4812 13.8545
C 22.8796 -14.9642 14.4942
O 21.5805 -16.9031 13.9740
H 20.1522 -15.3886 15.3892
H 19.5321 -15.0442 13.7582
H 20.4522 -13.7830 14.4499
H 21.7061 -15.2258 12.7888
H 23.7511 -15.3460 13.9416
H 23.0045 -15.3609 15.5043
H 23.0647 -13.8954 14.3948
H 20.6962 -17.1713 13.7099
C 21.9958 -12.6336 10.6614
C 22.1125 -11.5762 11.7644
C 23.4765 -10.9093 11.8101
O 21.1434 -10.5170 11.6322
H 21.7227 -12.0956 9.7530
H 21.2336 -13.3541 10.9581
H 22.9117 -13.1984 10.4845
H 21.9748 -12.0322 12.7540
H 23.8119 -10.4451 10.8773
H 24.2903 -11.6016 12.0575
H 23.4842 -10.1147 12.5570
H 20.5037 -10.8226 12.2975
O 18.1929 -6.9984 15.1222
H 18.8712 -7.1739 14.4303
H 18.3323 -6.0819 15.3775
O 19.2118 -10.2119 14.5283
H 18.3655 -9.7498 14.4134
H 19.0660 -11.1154 14.2081
O 16.6624 -9.0774 14.0124
H 16.1997 -8.7492 13.2341
H 17.0646 -8.2839 14.4177
O 20.4177 -7.5821 13.5266
H 20.7267 -8.2789 14.1415
H 21.0281 -7.6371 12.7854
O 17.9048 -13.0330 14.7003
H 17.2651 -13.7444 14.8145
H 17.6393 -12.3541 15.3416
*
```

**SMILES**: CC(C)O.CC(C)O.CC(C)O.CC(C)O.CC(C)O.O.O.O.O.O
**LUMO level**: 0.3 eV
**E**: -36841.5701 eV
**Strongest force on any atom**: 0.0393 hartree/bohr
**HOMO energy**: -9.692 eV
**Relative energy (zero: lowest compared OMol25 entry of this formula, charge and spin)**: 10.27 kcal/mol
**Frontier orbital gap**: 10.0 eV

Mulliken atomic charge list, values in e, 5 entries:
1 C -1.3285
2 C 0.6873
3 C -1.1569
4 O -0.4910
5 H 0.3599

---

Record 3
A 7-piece molecular cluster, C49H110N5O2 overall. Source: the OMol25 dataset; level of theory: the ωB97M-V functional and the def2-TZVPD basis.

Geometry as ORCA input:
```
! RIJCOSX wB97M-V def2-TZVPD def2/J DEFGRID3
* xyz 3 1
C -1.5888 -1.3975 4.0829
C -2.8612 -2.0662 3.8176
O -3.5111 -2.4504 4.9994
H -1.1868 -1.0563 3.1289
H -0.8197 -2.0537 4.4904
H -1.6267 -0.4875 4.6817
H -2.6828 -2.9633 3.2248
H -3.3961 -1.4481 3.0965
C -0.3189 0.1337 -0.0380
C 0.4791 -1.0440 -0.5420
O -0.3651 -1.9218 -1.1552
H -1.1330 0.5154 -0.6542
H 0.3465 0.9968 -0.0193
H -0.7492 -0.0071 0.9536
H 1.0963 -1.5036 0.2299
H 1.1971 -0.6544 -1.2636
C 2.5657 -3.1322 4.0035
C 1.5559 -4.2385 3.5327
C 1.4491 -4.2735 1.9467
N 0.4377 -5.3128 1.4162
C 0.7369 -5.6047 -0.1182
C -0.4031 -6.3716 -0.7561
C -1.7386 -5.6085 -0.6388
C -2.0883 -5.5048 0.8383
C -0.9714 -4.6870 1.6399
C 0.6257 -6.7099 2.1501
H 2.2671 -2.1609 3.6090
H 3.5106 -3.4018 3.5316
H 2.5922 -3.1037 5.0928
H 0.6130 -3.9273 3.9825
H 1.9474 -5.1463 3.9917
H 2.4008 -4.6246 1.5479
H 1.2646 -3.2700 1.5634
H 0.7918 -4.6321 -0.6074
H 1.7068 -6.0913 -0.2209
H -0.0425 -6.3750 -1.7847
H -0.5408 -7.3998 -0.4216
H -1.8459 -4.6304 -1.1076
H -2.5107 -6.1887 -1.1441
H -3.0342 -5.0121 1.0633
H -2.0682 -6.5301 1.2077
H -0.8556 -3.6623 1.2868
H -1.0562 -4.5562 2.7187
H 1.6648 -7.0391 2.1525
H -0.0409 -7.4756 1.7531
H 0.2911 -6.5033 3.1667
C 5.8697 4.5178 6.4461
C 5.4140 3.2042 5.8138
C 3.9112 3.2197 5.8598
N 3.1976 2.0782 5.0679
C 1.6785 2.2186 5.3661
C 0.7991 1.2440 4.4055
C 1.1873 1.4082 2.9456
C 2.6610 1.2215 2.6355
C 3.4193 2.2454 3.5041
C 3.6637 0.6708 5.4709
H 5.6336 5.2979 5.7224
H 6.9376 4.5885 6.6527
H 5.4207 4.8267 7.3901
H 5.7310 2.3850 6.4592
H 5.8217 3.0566 4.8137
H 3.4257 4.1469 5.5554
H 3.5015 3.0962 6.8623
H 1.2788 3.2097 5.1515
H 1.5539 1.9730 6.4207
H -0.2582 1.5088 4.4028
H 0.8022 0.2521 4.8574
H 0.8704 2.3433 2.4836
H 0.6196 0.5905 2.5015
H 2.8214 1.3740 1.5682
H 2.9752 0.2143 2.9093
H 3.2083 3.2804 3.2351
H 4.4935 2.1096 3.3781
H 4.6689 0.4601 5.1060
H 3.0195 -0.0716 4.9998
H 3.5057 0.6839 6.5494
C -4.4652 2.3253 -0.2527
C -4.6010 0.7847 0.0586
C -4.2701 -0.1131 -1.1595
N -4.5176 -1.5722 -1.0189
C -6.1300 -1.7363 -0.9028
C -6.4955 -3.1572 -1.0162
C -5.9873 -3.9111 -2.2762
C -4.4596 -3.8341 -2.3419
C -3.9228 -2.3774 -2.2268
C -3.8194 -2.1054 0.2801
H -3.4815 2.6224 -0.6163
H -4.7021 2.9343 0.6197
H -5.1359 2.5427 -1.0839
H -5.6460 0.6988 0.3561
H -4.0528 0.5974 0.9819
H -3.2014 -0.1102 -1.3742
H -4.8010 0.1658 -2.0697
H -6.5959 -1.1292 -1.6790
H -6.5312 -1.2414 -0.0183
H -7.5731 -3.1802 -1.1781
H -6.2834 -3.7219 -0.1083
H -6.3542 -3.4690 -3.2025
H -6.2970 -4.9545 -2.2165
H -3.8875 -4.4385 -3.0458
H -4.0599 -4.4204 -1.5145
H -4.2236 -1.8225 -3.1154
H -2.8493 -2.4413 -2.0493
H -4.2412 -1.5898 1.1429
H -2.7628 -1.8460 0.2142
H -4.0197 -3.1510 0.5139
C 2.7293 9.7463 -0.0144
C 1.5857 8.8227 -0.4556
C 2.0515 7.4283 -0.9260
N 0.9729 6.6325 -1.7331
C -0.1275 6.1556 -0.7046
C -0.9677 4.9567 -1.2247
C -0.1408 3.7534 -1.7769
C 0.8204 4.2755 -2.8549
C 1.7733 5.3573 -2.2871
C 0.3358 7.4131 -2.9391
H 3.4887 9.4173 0.6949
H 2.4101 10.7314 0.3257
H 3.3138 10.0291 -0.8899
H 1.0500 9.3624 -1.2365
H 0.8401 8.7807 0.3384
H 2.6100 6.8301 -0.2060
H 2.7790 7.6069 -1.7178
H 0.4245 5.7749 0.1548
H -0.6727 7.0319 -0.3542
H -1.6908 4.6687 -0.4616
H -1.6077 5.2820 -2.0449
H 0.4385 3.2675 -0.9918
H -0.8206 2.9600 -2.0876
H 1.4101 3.4729 -3.2979
H 0.2708 4.6163 -3.7323
H 2.4123 4.9220 -1.5187
H 2.4802 5.6694 -3.0559
H -0.1364 8.2936 -2.5034
H -0.4014 6.7220 -3.3478
H 1.1168 7.5678 -3.6835
C 3.6455 -3.0150 -3.4312
C 2.8329 -3.3138 -4.6589
C 1.3411 -3.3047 -4.5339
N 0.6364 -2.0727 -5.1288
C 1.3377 -0.7756 -4.6663
C 0.5504 0.5374 -4.9209
C -0.9280 0.5868 -4.4919
C -1.5612 -0.7039 -5.0099
C -0.8333 -2.0803 -4.7205
C 0.6830 -2.2140 -6.6469
H 4.7166 -2.9296 -3.6148
H 3.5274 -3.7499 -2.6349
H 3.3865 -2.0995 -2.8995
H 3.0472 -4.3577 -4.8879
H 3.2489 -2.5654 -5.3335
H 1.1074 -3.3425 -3.4699
H 0.8901 -4.1635 -5.0309
H 1.6031 -0.9852 -3.6301
H 2.2696 -0.7939 -5.2314
H 1.2384 1.2859 -4.5279
H 0.6091 0.7668 -5.9849
H -0.9073 0.6270 -3.4028
H -1.4466 1.4726 -4.8586
H -2.5424 -0.7675 -4.5394
H -1.7721 -0.6381 -6.0773
H -0.9289 -2.3494 -3.6686
H -1.3188 -2.9269 -5.2059
H 0.5737 -3.2673 -6.9055
H 1.7171 -1.9830 -6.9027
H -0.0402 -1.5466 -7.1155
*
```

**LUMO level**: -5.9 eV
**E**: -64111.9600 eV
**Strongest force on any atom**: 0.0854 hartree/bohr
**HOMO energy**: -9.562 eV
**Frontier orbital gap**: 3.7 eV

Mulliken atomic charge list, values in e, 5 entries:
1 C -0.3473
2 C 0.6309
3 O -0.9363
4 H -0.2754
5 H 0.1898